# 1
A molecular structure, C29H38CuIN6O3S, computed with ωB97M-V/def2-TZVPD.

```
79
Properties=species:S:1:pos:R:3:lowdin_charge:R:1
I 2.2281 -1.1409 -0.8324 1.1163
Cu 0.0000 0.0000 0.0000 -0.0125
S 0.2073 -1.7239 -1.5534 0.4453
O -0.8482 5.0983 3.8615 -0.0354
O 0.6875 1.8155 -0.2779 -0.1116
O -4.3710 -2.3734 -0.1866 0.0268
N -1.3818 4.8253 -0.5738 0.1368
N -1.7158 0.2190 0.9486 -0.1001
N -2.2298 -2.4612 -0.9479 0.0312
N -4.2830 0.5208 2.2981 0.0637
N -0.5598 -3.7642 0.0512 0.0288
N -0.0661 0.8365 1.8202 -0.0092
C -3.4042 -3.0614 -0.5044 -0.4299
C 1.4868 -1.4736 4.2805 -0.0631
C -0.2522 3.6517 -2.3795 -0.0184
C -3.7129 -7.3154 -0.2028 -0.0682
C -0.5788 3.7673 -0.9131 -0.2290
C -1.7721 4.2924 3.1377 -0.2311
C -2.6294 1.3241 0.6209 -0.1140
C 1.6985 -1.0323 1.5217 -0.2868
C 2.3654 -2.2445 3.5282 -0.0943
C 0.7940 -4.1984 0.3794 -0.2185
C -3.4840 -4.5399 -0.4100 -0.1682
C 0.8040 -5.4447 1.2608 -0.2166
C -0.4998 3.0539 1.3272 -0.1203
C 0.7172 -0.4785 3.6655 -0.0226
C -1.7301 4.9520 0.7230 -0.0947
C -0.0712 2.8208 -0.0036 -0.3447
C -0.8822 -2.7181 -0.7685 -0.7267
C -4.3759 -6.4930 0.7083 -0.0648
C -2.9489 -6.7549 -1.2267 -0.0624
C 0.3522 -5.1574 2.6863 -0.0906
C -4.2679 -5.1057 0.6023 -0.0198
C -1.3285 4.0964 1.7298 -0.2063
C -2.4292 -0.9393 1.5080 -0.1712
C 0.7967 -0.1964 2.2854 -0.2067
C -2.8397 -5.3676 -1.3380 -0.0257
C 0.0309 2.0427 2.2557 0.0621
C 2.4713 -2.0334 2.1557 -0.1798
C -3.3506 -0.5913 2.6921 -0.0603
C -3.5561 1.7317 1.7817 -0.0636
H -0.9834 0.5475 1.6218 -0.2099
H 1.8249 -5.8426 1.2959 0.1176
H 0.0230 0.0945 4.2758 0.1109
H 0.5863 2.3673 3.1500 0.1670
H -3.2375 1.0317 -0.2439 0.1414
H 1.3108 -4.4154 -0.5622 0.1225
H -2.9935 2.1503 2.6226 0.1043
H 0.1660 -6.2229 0.8259 0.1121
H -3.9738 -1.4427 2.9803 0.1388
H 0.9831 -4.3917 3.1496 0.0512
H -0.6855 -4.8125 2.7187 0.0665
H -1.8840 3.3364 3.6596 0.0967
H -1.1452 -1.1897 -0.1187 0.1135
H -4.3177 2.4459 1.4563 0.1470
H 1.3888 -1.6432 5.3489 0.1114
H -0.0340 5.1543 3.3288 0.1033
H -0.7476 4.4457 -2.9488 0.0814
H -2.7517 4.7819 3.1728 0.1288
H -2.7820 -0.2404 3.5595 0.1328
H -4.9150 0.1767 1.5630 0.1875
H 1.3166 -3.3701 0.8705 0.0412
H -4.8754 0.7812 3.0964 0.1876
H -2.3753 5.8001 0.9300 0.1203
H -2.4445 -7.3987 -1.9435 0.1108
H 2.9616 -3.0163 4.0059 0.1162
H -2.3914 -1.5092 -1.2547 0.1384
H -4.9858 -6.9321 1.4943 0.1090
H -1.6955 -1.6873 1.8273 0.1346
H -2.0387 2.1916 0.3072 0.0967
H -1.2799 -4.0661 0.6929 0.1192
H -3.0220 -1.4045 0.7108 0.0672
H 0.8259 3.7467 -2.5416 0.0899
H -2.2552 -4.9449 -2.1516 0.1212
H 3.1529 -2.6511 1.5795 0.0906
H -0.6006 2.6931 -2.7773 0.0811
H -3.8029 -8.3965 -0.1228 0.1107
H 0.4225 -6.0652 3.2939 0.0817
H -4.7996 -4.4678 1.3057 0.1146
```

As for the total charge: +1. As for the orbital gap (spin up / spin down): 5.09 / 4.84 eV. The value obtained for the HOMO energy (spin up / spin down) is -8.497 / -8.273 eV. The spin multiplicity is 2. For the LUMO energy (spin up / spin down), the calculation gives -3.4 / -3.4 eV. The value obtained for the relative energy (zero: lowest compared OMol25 entry of this formula, charge and spin) is 140.7 kcal/mol.



# 2
4 unconnected molecules or ions with the total composition C29H38F27N2O4, computed with ωB97M-V/def2-TZVPD.

```
100
Properties=species:S:1:pos:R:3:lowdin_charge:R:1
F 3.0067 -3.2688 6.4904 0.1322
F -4.3446 8.1131 0.3258 0.0957
F 0.2618 -4.5141 2.8916 0.1398
F -5.2886 6.7363 2.6426 0.1294
F 3.8453 1.8477 3.1145 0.0902
F 1.3828 -2.6882 3.1182 0.1229
F 4.1941 -0.8580 5.8745 0.1009
F -1.9222 7.5410 0.9805 0.1413
F 1.4290 2.2987 2.5655 0.1367
F -5.6001 4.9878 1.3952 0.1049
F 5.6898 0.9787 2.3982 0.0968
F -3.6738 9.0116 2.7399 0.0995
F 4.6133 0.5611 -0.0867 0.1064
F -4.4417 0.2293 -1.6886 0.0823
F -1.6781 9.8357 2.5216 0.0986
F 3.3664 -1.7723 4.0961 0.0783
F 1.6462 4.9534 3.3579 0.0957
F 4.6239 2.6540 0.4875 0.1290
F -6.3460 7.3132 0.1791 0.0921
F -0.6053 7.2589 2.6561 0.1408
F 1.9755 -1.5628 7.3400 0.1105
F -3.5334 -1.6596 -0.6952 0.0981
F -2.5433 0.3218 -0.5349 0.0567
F 2.9164 -4.7265 2.0219 0.0916
F 0.1182 3.5910 1.4483 0.1384
F 3.6046 -4.2838 4.0322 0.1001
F 3.4577 4.3366 2.3394 0.0997
O 1.9249 2.8384 0.4348 0.0372
O 0.9009 -3.9455 4.9234 0.0397
O -2.6056 6.3467 2.7616 0.0338
O 0.8471 -0.8987 -1.4948 -0.0422
N 1.2259 -1.8528 -2.2921 -0.1177
N -3.0648 -5.4700 -3.5834 -0.0182
C 2.2522 -2.1945 6.1642 -0.4376
C 0.5308 -3.2085 -0.3369 -0.0500
C 4.3499 1.0114 2.1876 -0.3032
C 2.5635 -4.7711 3.3289 -0.2764
C 0.9070 -2.6711 5.5763 -0.0424
C -3.3868 5.6142 1.8057 -0.0392
C -3.2933 -0.4978 -1.3996 -0.4738
C -2.6224 -2.0714 -3.4540 -0.1248
C 1.6795 -4.4101 -2.2620 -0.0423
C 1.2894 -3.9541 3.5704 -0.5083
C 1.4645 0.0883 -3.8076 -0.0501
C -5.0397 6.9628 0.2896 -0.3046
C -2.9014 -4.6515 -4.8118 -0.2778
C 3.0314 -1.2226 5.2809 -0.2991
C -0.7385 -3.5531 -2.5349 -0.0671
C -4.8289 6.1035 1.5388 -0.4369
C 1.1835 -1.5033 -3.7215 -0.4237
C -1.2208 -2.7655 -3.8364 -0.3441
C -1.8954 7.4794 2.3224 -0.5151
C 2.1398 4.5561 2.1608 -0.2807
C -2.4564 -0.6692 -2.7254 -0.0480
C 2.5405 1.5416 0.3880 -0.0358
C -0.1808 -1.7571 -4.4921 -0.0664
C -1.5117 -3.8962 -4.9644 -0.1509
C 4.0398 1.4637 0.7603 -0.4305
C 1.4205 3.2969 1.6650 -0.5126
C 0.6903 -3.1877 -1.9470 -0.4192
C -2.3715 8.7730 2.9928 -0.2803
C 2.3762 -2.1599 -4.5969 -0.0364
H -1.5166 -3.4293 -6.0088 0.1162
H 2.4172 -5.8134 3.6185 0.1767
H 1.7997 0.3489 -4.8556 0.0858
H 1.4836 -2.8156 0.1373 0.0877
H 3.2838 -2.3426 -3.9503 0.0932
H 1.2712 -5.3608 -1.7914 0.0905
H -2.9460 -5.3991 -5.6760 0.1157
H 3.9587 0.0074 2.3744 0.1594
H 0.2350 -2.8047 6.4274 0.1499
H -3.4906 4.6263 2.2610 0.1487
H 2.0274 5.3753 1.4479 0.1758
H 2.7259 -4.2234 -1.8798 0.0949
H -2.2325 -6.0636 -3.4665 0.0672
H -0.3624 -2.6064 -0.0069 0.0848
H 0.1021 -2.1552 -5.5229 0.1142
H -1.4959 -3.3790 -1.7035 0.1152
H 0.5488 0.6653 -3.4963 0.0771
H 0.4279 -1.9029 4.9655 0.1450
H -0.7373 -4.6761 -2.7194 0.1060
H -0.6391 -4.6331 -4.9832 0.1213
H -3.1516 -4.8993 -2.7400 0.0477
H 1.6769 -4.6137 -3.3834 0.0742
H -3.1321 -1.8876 -4.4593 0.1251
H 2.5913 -1.5269 -5.5095 0.0872
H 1.9474 -3.1391 -4.9930 0.0715
H -2.2407 8.7199 4.0753 0.1757
H 0.4535 -4.2969 -0.0181 0.0884
H -4.7623 6.4167 -0.6163 0.1729
H -0.6499 -0.7390 -4.7094 0.1242
H -3.8094 -3.9849 -4.9781 0.1138
H -2.8528 0.1185 -3.4469 0.1366
H -1.3960 -0.3647 -2.4944 0.1071
H 2.4772 1.2633 -0.6669 0.1304
H 2.3390 0.3612 -3.1296 0.0894
H 2.4539 -0.3127 5.0930 0.1741
H -3.3104 -2.7572 -2.8855 0.1079
H -2.8313 5.4352 0.8827 0.1427
H 1.9424 0.7887 0.9053 0.1422
```

As for the orbital gap (spin up / spin down): 9.21 / 9.17 eV. The value obtained for the HOMO energy (spin up / spin down) is -8.915 / -9.484 eV. The spin multiplicity is 2. For the LUMO energy (spin up / spin down), the calculation gives 0.3 / -0.3 eV.



# 3
A molecular structure, C29H38F4LaN3, computed with ωB97M-V/def2-TZVPD.

```
75
Properties=species:S:1:pos:R:3:lowdin_charge:R:1
La -0.1522 0.0565 0.0467 2.0741
F -5.4172 3.2428 3.5196 0.0922
F -3.6134 1.4653 4.0929 0.0679
F -1.6618 2.1405 -0.1911 -0.0538
F -3.5319 3.9457 -0.7345 0.0995
N 0.7264 -1.5751 -2.1151 -0.3302
N -0.0725 -1.8446 1.9366 -0.3721
N -1.5873 0.6806 2.0091 -0.1320
C 2.5550 1.0662 2.6677 -0.0574
C -3.5834 3.3378 0.4557 -0.2314
C 2.1588 1.6921 -0.9771 -0.3184
C -4.5681 3.6548 1.3707 0.0574
C -4.1986 -0.6674 -2.4714 -0.0980
C 1.0888 -1.8769 2.8233 -0.0783
C -0.3527 -2.5345 -2.4291 -0.1967
C -3.2385 -0.3600 -1.5068 -0.1533
C 4.0951 0.3990 -2.1380 -0.0560
C 1.0643 3.1074 0.8789 -0.0622
C -4.5101 2.9764 2.5697 -0.2227
C 1.6934 2.5679 -2.1051 -0.0479
C -1.6959 -1.8621 -2.5001 -0.3016
C 3.3217 0.2125 0.3188 -0.2456
C 0.8974 -0.6693 -3.2477 -0.0741
C 1.7626 1.8774 0.3678 -0.4562
C -1.3154 -1.6357 2.7068 -0.2031
C -1.5138 -0.2040 3.1663 -0.2363
C -0.1612 -3.0994 1.1895 -0.0978
C 2.5018 0.9774 1.1717 -0.3153
C -3.5553 2.0192 2.8637 -0.1386
C 4.3188 -0.8270 0.7319 -0.0485
C 3.1576 0.6957 -1.0056 -0.2656
C -1.9569 -0.9137 -1.4987 -0.2619
C -2.6332 -2.2048 -3.4637 -0.0578
C -2.6251 2.4039 0.7563 -0.1694
C -2.5614 1.6437 1.9345 -0.1919
C -3.8855 -1.5952 -3.4541 -0.0984
C 1.9476 -2.3354 -1.8679 -0.0854
H 1.7989 -3.0214 -1.0336 0.0685
H -5.1739 -0.1970 -2.4501 0.0962
H 2.9538 0.1710 3.1431 0.0560
H 1.1292 -0.9765 3.4247 0.0635
H -0.9851 -3.0482 0.4737 0.0795
H -0.7014 0.0929 3.8444 0.1084
H 2.0709 3.5933 -2.0260 0.0868
H 0.7705 -3.2783 0.6537 0.0693
H 3.1948 1.8943 2.9933 0.0897
H 1.5734 1.2634 3.1114 0.0668
H 0.4892 2.9370 1.7941 0.0695
H 0.6025 2.6850 -2.1453 0.0744
H 1.7821 3.9064 1.0953 0.0907
H 2.7629 -1.6695 -1.6153 0.0431
H 0.3658 3.5296 0.1533 0.0649
H 5.2906 -0.6519 0.2624 0.0788
H -0.3348 -3.9517 1.8594 0.1042
H -4.6155 -1.8475 -4.2137 0.0961
H 1.9950 2.1955 -3.0846 0.0652
H -5.3263 4.3941 1.1664 0.1325
H -2.4101 -0.2022 3.7794 0.1090
H -2.1457 -1.9078 2.0507 0.1266
H 1.1271 -1.2315 -4.1649 0.1053
H 4.0306 -1.8488 0.4558 0.0669
H 3.6871 0.6427 -3.1211 0.0669
H 4.4872 -0.8256 1.8101 0.0692
H 5.0160 0.9859 -2.0541 0.0879
H 2.2277 -2.9416 -2.7424 0.1031
H -0.1050 -3.0774 -3.3556 0.1258
H 1.7049 0.0219 -3.0443 0.0393
H -3.5210 0.3645 -0.7430 0.0711
H -1.3262 -2.3040 3.5808 0.1307
H 2.0090 -1.9390 2.2408 0.0844
H -0.0217 -0.1068 -3.4155 0.0967
H -2.3975 -2.9342 -4.2323 0.1041
H -0.3478 -3.2819 -1.6304 0.1033
H 4.4168 -0.6442 -2.1832 0.0696
H 1.0287 -2.7483 3.4904 0.1030
```

As for the orbital gap: 7.36 eV. The value obtained for the HOMO energy is -7.058 eV. For the LUMO energy, the calculation gives 0.3 eV. The value obtained for the relative energy (zero: lowest compared OMol25 entry of this formula, charge and spin) is 7.3 kcal/mol.



no.,electronic energy (hartree)
1,-4017.7090
2,-4234.5502
3,-1723.1502